The following is a quantum chemistry calculation of 2 unconnected molecules or ions with the total composition C4H14N2O at a distorted geometry, from the Open Molecules 2025 dataset.

The value obtained for the molar mass is 106.17 g/mol. As for the energy above the lowest of the compared OMol25 structures with the same formula, charge and spin: 58.7 kcal per mole. As for the HOMO energy: -8.86 eV. Its SMILES is NCCCCN.O. Its largest force on an atom is 0.08916 hartree/bohr. The HOMO-LUMO gap is 9.8 eV.

Last column: Löwdin charge in e.
Positions of all 21 atoms, in Å:
C1 -0.72773 2.12397 0.58636  -0.2725
N1 -0.97951 1.44775 1.83917  -0.0178
C2 -0.29525 0.89162 -0.29420  -0.1996
C3 -1.08090 -0.33592 0.10820  -0.2477
C4 -0.95470 -1.65593 -0.78576  -0.2372
N2 0.41719 -1.78531 -1.29157  -0.0079
H1 -1.52028 2.60167 0.04892  0.0978
H2 0.11485 2.78458 0.47350  0.0934
H3 -1.70636 2.07921 2.23529  0.0937
H4 -0.17700 1.47668 2.43025  0.0724
H5 -0.62755 1.10144 -1.43354  0.1522
H6 0.72932 0.70707 -0.17622  0.0501
H7 -0.75964 -0.69409 1.00180  0.0528
H8 -2.13332 -0.17197 0.23274  0.1005
H9 -1.70798 -1.36595 -1.57658  0.1118
H10 -1.22273 -2.50194 -0.17797  0.0968
H11 0.52482 -1.40325 -2.19339  0.0630
H12 0.77268 -2.70817 -1.08570  0.0765
H13 2.33865 -1.07356 -0.46968  -0.0061
H14 2.74839 0.07574 0.37819  -0.0220
O1 3.11423 -0.58588 -0.15105  -0.0501

Atoms 1-6, force components in eV/Å:
C 2.08 -3.02 -2.40
N -2.56 3.14 1.11
C -3.29 0.83 -3.08
C -0.05 -1.84 -2.17
C -0.23 3.72 -0.85
N -0.65 -0.54 1.91

The following is a quantum chemistry calculation of a molecular structure, C4H14N2O at a distorted geometry, from the Open Molecules 2025 dataset.

The value obtained for the molar mass is 106.17 g/mol. As for the energy above the lowest of the compared OMol25 structures with the same formula, charge and spin: 195.0 kcal per mole. As for the HOMO energy: -7.78 eV. Its largest force on an atom is 0.09590 hartree/bohr. The HOMO-LUMO gap is 4.7 eV.

Last column: Löwdin charge in e.
Positions of all 21 atoms, in Å:
N1 1.69660 -1.64936 -0.89024  0.0888
C1 1.38868 0.60647 0.19449  -0.1232
C2 2.21339 0.28132 1.40305  -0.0823
C3 -0.05205 0.34266 0.31454  -0.2926
N2 -0.84651 0.37651 -0.90078  -0.0953
C4 -1.61436 -0.87966 -0.94232  -0.1450
H1 2.62054 -2.04552 -1.02388  0.0339
H2 1.61200 -0.45805 -0.57540  0.0356
H3 1.62014 1.60958 -0.17874  0.1447
H4 3.30124 0.27246 1.41507  0.0853
H5 2.09739 -0.82502 1.41743  0.0815
H6 1.80249 0.40231 2.41353  0.1068
H7 -0.38114 1.31953 0.79396  0.1759
H8 -0.34647 -0.44665 1.00212  0.1339
H9 -1.56353 1.09126 -0.60132  0.0658
H10 -1.05366 -1.73977 -0.57177  0.0612
H11 -2.48115 -0.82201 -0.28231  0.0665
H12 -1.97836 -1.14311 -1.93836  0.0754
H13 1.09370 -1.72340 -1.70526  0.0280
H14 -3.03101 2.02929 0.82513  -0.0743
O1 -2.57332 1.18276 0.79002  -0.3706

Atoms 1-6, force components in eV/Å:
N -1.09 1.86 1.11
C -0.72 3.18 3.70
C -0.08 -3.44 0.38
C -0.19 -0.01 -1.25
N 0.20 -0.58 0.65
C -0.60 -0.54 0.03

The following is a quantum chemistry calculation of 3 unconnected molecules or ions with the total composition C4H14N2O at a distorted geometry, from the Open Molecules 2025 dataset.

The value obtained for the molar mass is 106.17 g/mol. As for the energy above the lowest of the compared OMol25 structures with the same formula, charge and spin: 119.0 kcal per mole. The charge is +2. As for the HOMO energy: -18.28 eV. Its largest force on an atom is 0.08393 hartree/bohr. The HOMO-LUMO gap is 8.6 eV.

Last column: Löwdin charge in e.
Positions of all 21 atoms, in Å:
C1 0.36661 0.27875 0.79368  0.1523
C2 1.34335 0.63189 -0.23558  -0.1093
C3 0.41240 0.08167 -1.35581  -0.3130
C4 0.22993 0.82282 -2.46001  0.1703
N1 -0.26633 -1.20810 -1.15815  0.2135
N2 0.94251 1.82112 2.48722  0.1404
H1 0.31442 -0.66865 1.29655  0.1183
H2 -0.52548 0.85761 0.95036  0.1087
H3 2.27727 0.09091 -0.22045  0.1473
H4 1.52370 1.63881 -0.58214  0.1345
H5 0.18336 0.48967 -3.53269  0.1349
H6 0.41185 1.97756 -2.36870  0.1505
H7 0.38803 -2.05107 -0.96068  0.2384
H8 -1.02690 -1.21306 -0.36711  0.1805
H9 -0.79416 -1.21675 -2.03240  0.1733
H10 1.10011 2.73994 1.98175  0.1264
H11 1.85143 1.39662 2.38728  0.0627
H12 0.48125 1.77295 3.41637  0.1188
H13 -3.32991 -2.07509 0.30835  0.0466
H14 -3.20159 -3.52259 0.87829  0.1165
O1 -2.68184 -2.64502 0.77387  -0.1116

Atoms 1-6, force components in eV/Å:
C 0.78 3.50 2.40
C -1.67 -1.30 -0.35
C 0.45 1.28 -0.30
C 1.09 1.75 -0.54
N 0.00 -1.24 0.92
N 0.26 -0.33 -2.31

The following is a quantum chemistry calculation of a gas-phase ion, C4H14N2O (charge +3) at a distorted geometry, from the Open Molecules 2025 dataset.

The value obtained for the molar mass is 106.17 g/mol. As for the energy above the lowest of the compared OMol25 structures with the same formula, charge and spin: 75.5 kcal per mole. Its expectation value of S² is 0.76. Its multiplicity is 2. The charge is +3. As for the HOMO energy (alpha / beta): -25.42 / -25.55 eV. Its largest force on an atom is 0.06832 hartree/bohr. The HOMO-LUMO gap (alpha / beta) is 13.7 / 7.3 eV.

Last column: Löwdin charge in e.
Positions of all 21 atoms, in Å:
C1 0.79636 0.12029 -1.47028  -0.0648
O1 1.05543 -0.94948 -2.20016  0.2349
C2 0.34028 -0.63289 -0.03740  -0.1321
C3 0.30402 0.37667 1.16541  -0.1269
C4 -0.60704 1.55441 0.98888  -0.0970
N1 -2.05812 1.17303 0.51046  0.1959
N2 1.25362 -1.88157 0.11138  0.1759
H1 1.62540 0.76659 -1.51338  0.1812
H2 -0.09234 0.65939 -1.84451  0.1619
H3 0.40825 -1.07863 -2.97232  0.2573
H4 -0.63255 -1.11215 -0.10554  0.1514
H5 1.34839 0.61128 1.61302  0.2012
H6 -0.15583 -0.23601 1.91303  0.1360
H7 -0.28882 2.16273 0.09693  0.1486
H8 -0.61702 2.09780 2.08175  0.2343
H9 -2.27101 0.26974 1.01488  0.1839
H10 -2.24212 0.93506 -0.53506  0.2143
H11 -2.73919 1.86715 0.83648  0.1859
H12 0.82561 -2.88664 -0.28381  0.2807
H13 2.19516 -1.71440 -0.50988  0.2465
H14 1.55152 -2.10235 1.14012  0.2311

Atoms 1-6, force components in eV/Å:
C -3.37 0.33 -0.23
O -0.37 -1.31 -2.67
C 1.03 -0.76 1.06
C 1.80 -1.09 -0.26
C -0.09 2.10 -0.22
N 0.36 -2.41 0.42

The following is a quantum chemistry calculation of 2 unconnected molecules or ions with the total composition C4H14N2O2 at a distorted geometry, from the Open Molecules 2025 dataset.

The value obtained for the molar mass is 122.17 g/mol. As for the energy above the lowest of the compared OMol25 structures with the same formula, charge and spin: 13.2 kcal per mole. Its expectation value of S² is 0.75. Its multiplicity is 2. The charge is -1. As for the HOMO energy (alpha / beta): 0.95 / -5.65 eV. Its largest force on an atom is 0.03383 hartree/bohr. The HOMO-LUMO gap (alpha / beta) is 2.8 / 9.2 eV.

Last column: Löwdin charge in e.
Positions of all 22 atoms, in Å:
N1 0.11671 -1.79387 -0.58240  0.0387
C1 -0.02571 -0.39775 -0.25762  -0.4643
C2 -1.24711 -0.11575 0.64384  -0.1891
C3 -1.10478 -0.74238 2.01559  -0.3134
O1 -0.98060 -2.16181 2.11310  -0.0993
C4 -0.12031 0.50799 -1.48960  -0.3265
N2 1.21409 0.64422 -2.06968  -0.0518
H1 1.04353 -2.03013 -0.90737  0.0642
H2 -0.58679 -2.18294 -1.18559  0.0715
H3 -0.92217 -2.44355 1.19157  0.0380
H4 0.83180 -0.04870 0.31588  0.0862
H5 -2.11024 -0.37688 0.01342  0.1153
H6 -1.33788 0.96037 0.79628  0.0892
H7 -0.17140 -0.32308 2.42119  0.0875
H8 -1.85303 -0.34980 2.71450  0.0996
H9 -0.57277 1.48946 -1.26395  0.0801
H10 -0.77081 0.21899 -2.32107  0.1028
H11 1.23986 0.97953 -3.02126  0.0358
H12 1.92617 1.15049 -1.55886  -0.0144
H13 2.09587 3.30587 0.57661  -0.0676
H14 1.49847 2.44665 -0.49420  -0.0714
O2 1.59109 3.38997 -0.25438  -0.3111

Atoms 1-6, force components in eV/Å:
N 0.24 -0.75 0.89
C -1.27 1.16 -0.27
C 0.27 -0.67 -0.82
C 0.69 0.51 0.78
O -0.84 0.37 -0.39
C 0.77 1.38 -0.61

The following is a quantum chemistry calculation of 2 unconnected molecules or ions with the total composition C4H14N2O2 at a distorted geometry, from the Open Molecules 2025 dataset.

The value obtained for the molar mass is 122.17 g/mol. As for the energy above the lowest of the compared OMol25 structures with the same formula, charge and spin: 29.2 kcal per mole. As for the HOMO energy: -8.33 eV. Its SMILES is CN[C@@H](CN)CO.O. Its largest force on an atom is 0.05336 hartree/bohr. The HOMO-LUMO gap is 9.2 eV.

Last column: Löwdin charge in e.
Positions of all 22 atoms, in Å:
C1 -0.01276 0.51046 3.76166  -0.1122
N1 -0.01739 1.15458 2.44340  -0.1114
C2 0.22400 0.30397 1.26269  -0.3424
C3 0.37976 1.26152 0.08398  -0.2234
O1 0.92190 0.58359 -1.05230  -0.0823
C4 -0.96246 -0.63820 1.05972  -0.2382
N2 -0.84060 -1.45720 -0.13676  0.0024
H1 -0.71112 -0.31563 3.83278  0.0585
H2 -0.17135 1.28937 4.48904  0.0725
H3 1.02261 0.19339 3.90261  0.0794
H4 -0.64480 1.91626 2.24796  0.1009
H5 1.14444 -0.18834 1.48041  0.1379
H6 1.10784 1.99633 0.39244  0.1125
H7 -0.54362 1.79762 -0.16541  0.1229
H8 0.26053 -0.07997 -1.28285  0.0462
H9 -1.88319 -0.05717 1.01457  0.1224
H10 -1.06705 -1.24463 1.96531  0.0953
H11 -1.73852 -1.82127 -0.41241  0.0744
H12 -0.10723 -2.14765 -0.10821  0.0848
H13 1.20438 -0.64746 -6.18367  0.0351
H14 -0.10751 -0.86110 -6.81365  0.0348
O2 0.50659 -1.31725 -6.21798  -0.0700

Atoms 1-6, force components in eV/Å:
C 0.63 0.97 -1.44
N 0.56 -0.33 -0.30
C -1.97 1.77 0.72
C 0.98 -0.81 -0.29
O -0.23 0.59 0.13
C 0.54 -0.64 0.51